1.
An isolated ion of composition C17H20F2N and charge +1 in a non-equilibrium geometry. Source: the Open Molecules 2025 dataset; level of theory: ωB97M-V/def2-TZVPD.

Geometry as XYZ:
```
40
Properties=species:S:1:pos:R:3
C -3.17 -0.10 1.47
C -2.20 0.79 0.69
C -2.81 1.22 -0.64
C -1.78 1.96 1.57
N -0.82 -0.17 0.31
C 0.39 0.25 -0.29
C 1.51 0.20 0.74
C 2.09 1.37 1.26
C 2.95 1.31 2.36
C 3.31 0.08 2.92
C 2.75 -1.06 2.37
F 3.05 -2.30 2.91
C 1.84 -1.03 1.31
C 0.67 -0.48 -1.63
C 0.28 0.12 -2.83
C 0.23 -0.62 -4.02
C 0.63 -1.98 -4.01
C 1.14 -2.50 -2.84
F 1.56 -3.81 -2.80
C 1.26 -1.76 -1.66
H -2.75 -0.39 2.44
H -4.12 0.44 1.65
H -3.39 -1.01 0.90
H -2.11 1.79 -1.27
H -3.11 0.32 -1.21
H -3.72 1.83 -0.49
H -0.97 2.58 1.15
H -2.63 2.65 1.74
H -1.46 1.62 2.57
H -1.19 -0.97 -0.19
H -0.61 -0.57 1.23
H 0.27 1.30 -0.55
H 1.87 2.35 0.79
H 3.37 2.23 2.80
H 3.97 0.00 3.79
H 1.41 -1.96 0.96
H 0.07 1.21 -2.85
H -0.10 -0.16 -4.94
H 0.53 -2.59 -4.90
H 1.81 -2.16 -0.82
```

Output
E_LUMO = -0.0951 Ha
relative energy (zero: lowest compared OMol25 entry of this formula, charge and spin) = 0.00 kcal per mole
electronic energy = -914.025753 a.u.
HOMO-LUMO gap = 9.947 eV
net charge = +1

***

2.
A single C17H20N2O5 molecule. Source: the Open Molecules 2025 dataset; level of theory: ωB97M-V/def2-TZVPD.

Geometry as XYZ:
```
44
Properties=species:S:1:pos:R:3
C -3.65 -1.11 2.06
O -3.17 -1.21 0.74
C -1.82 -1.29 0.53
C -0.89 -1.45 1.55
C 0.46 -1.62 1.28
C 0.89 -1.63 -0.03
C -0.01 -1.40 -1.05
C -1.37 -1.22 -0.81
N -2.23 -1.05 -1.89
C -3.34 -0.13 -1.86
C -2.92 1.35 -1.74
C -2.36 1.64 -0.37
O -3.00 1.76 0.63
O -1.02 1.75 -0.41
C -0.38 2.04 0.82
C 1.11 2.30 0.60
O 1.73 3.07 1.29
N 1.63 1.60 -0.42
C 3.05 1.66 -0.75
C 3.77 0.43 -0.33
C 4.12 -0.04 0.91
C 4.74 -1.29 0.69
C 4.73 -1.49 -0.65
O 4.14 -0.46 -1.28
H -3.25 -0.22 2.56
H -3.41 -2.00 2.65
H -4.73 -1.01 1.97
H -1.23 -1.48 2.58
H 1.15 -1.76 2.09
H 1.94 -1.79 -0.25
H 0.33 -1.39 -2.08
H -1.71 -1.00 -2.76
H -3.89 -0.27 -2.79
H -3.99 -0.39 -1.02
H -3.81 1.97 -1.88
H -2.17 1.59 -2.50
H -0.49 1.18 1.50
H -0.84 2.91 1.30
H 1.07 0.90 -0.87
H 3.44 2.53 -0.21
H 3.17 1.80 -1.82
H 3.94 0.45 1.84
H 5.15 -1.95 1.44
H 5.10 -2.29 -1.26
```

Output
E_LUMO = 0.0248 Ha
relative energy (zero: lowest compared OMol25 entry of this formula, charge and spin) = 61.38 kcal per mole
electronic energy = -1145.515225 a.u.
HOMO-LUMO gap = 8.534 eV

***

3.
A single C17H20N2O5S molecule in a non-equilibrium geometry. Source: the Open Molecules 2025 dataset; level of theory: ωB97M-V/def2-TZVPD.

Geometry as XYZ:
```
45
Properties=species:S:1:pos:R:3
C 0.42 4.32 -3.01
C 1.06 3.09 -2.38
C 2.13 2.50 -3.30
C 2.82 1.28 -2.67
N 1.88 0.20 -2.45
C 1.56 -0.26 -1.24
O 2.08 0.13 -0.20
C 0.51 -1.30 -1.24
O -0.16 -1.52 -2.39
N -1.12 -2.44 -2.18
C -1.07 -2.81 -0.93
C -2.07 -3.71 -0.34
S -3.51 -2.70 0.21
C -2.70 -1.80 1.51
C -2.61 -2.34 2.78
C -1.91 -1.68 3.77
C -1.27 -0.47 3.49
O -0.58 0.08 4.52
C 0.21 1.22 4.26
C -1.39 0.09 2.22
C -2.11 -0.58 1.24
C -0.01 -2.11 -0.25
C 0.42 -2.35 1.15
O 0.03 -3.32 1.76
O 1.27 -1.49 1.69
H 1.17 5.09 -3.19
H -0.05 4.07 -3.96
H -0.34 4.73 -2.35
H 0.29 2.34 -2.19
H 1.51 3.36 -1.43
H 2.89 3.25 -3.50
H 1.68 2.21 -4.25
H 3.62 0.93 -3.32
H 3.24 1.54 -1.70
H 1.38 -0.15 -3.26
H -2.47 -4.39 -1.09
H -1.67 -4.24 0.52
H -3.08 -3.29 2.99
H -1.81 -2.10 4.76
H -0.40 2.08 3.99
H 0.73 1.43 5.20
H 0.95 1.03 3.48
H -0.92 1.03 1.98
H -2.21 -0.14 0.26
H 1.60 -0.79 1.06
```

Output
E_LUMO = -0.0115 Ha
relative energy (zero: lowest compared OMol25 entry of this formula, charge and spin) = 31.13 kcal per mole
electronic energy = -1543.701030 a.u.
HOMO-LUMO gap = 8.111 eV

***

Which of these has the highest HOMO-LUMO gap? C17H20F2N

***

What is the formula in the first record? C17H20F2N

***

electronic energy of number 2 (C17H20N2O5)? -1145.515225 a.u.

***

Which formula does entry 3 have? C17H20N2O5S